Computed, not measured: a cluster of 7 separate species, C7H21N7O14 in total, with the ωB97M-V functional and the def2-TZVPD basis.

Properties
E, a.u.: -1715.3082
HOMO-LUMO gap, eV: 10.5
Total charge: 0
Energy relative to the best compared isomer or geometry (same formula, charge and spin), eV: 0.000
E_HOMO, eV: -10.726

```
49
C7H21N7O14 (the ωB97M-V functional and the def2-TZVPD basis)
O 2.3970 -3.1212 -1.1466
O 3.5186 -3.5056 0.6554
O -3.1197 1.6074 -0.7576
O 3.7101 2.1295 -1.1595
O 0.0082 1.3103 -0.0418
O -2.9053 2.9974 -2.3840
O 0.0444 3.3955 2.2727
O -2.2123 -1.4367 1.9455
O -1.8627 -5.1642 -0.7314
O 5.0228 2.9110 0.3585
O -1.5300 -3.1078 -1.2545
O 1.3547 -0.2081 0.6751
O -4.0862 -0.4592 2.3942
O -1.5202 2.1553 3.0670
N -1.7042 -4.2794 -1.5364
N -0.3539 2.4056 2.8604
N -3.3099 -1.0129 1.6417
N 3.9276 2.6705 -0.0924
N 0.6240 0.2709 -0.1709
N -2.8381 2.7037 -1.2152
N 3.2686 -2.8649 -0.3320
C -3.7209 -1.2091 0.2349
C 4.1196 -1.6753 -0.6094
C -1.7034 -4.6423 -2.9886
C -2.2707 3.7193 -0.2687
C 0.6632 1.4644 3.4036
C 0.4388 -0.4869 -1.4316
C 2.7366 3.0066 0.7494
H -0.6680 -4.7079 -3.3034
H 3.0770 3.5567 1.6140
H 5.0379 -2.0814 -1.0321
H -2.1731 -5.6174 -3.0736
H 0.7090 -1.5235 -1.2553
H -0.6159 -0.4590 -1.6900
H -3.8384 -2.2767 0.0861
H -2.9301 -0.8135 -0.3916
H -4.6218 -0.6453 0.0281
H -1.6900 3.1951 0.4795
H 3.6012 -1.0084 -1.2805
H 2.0271 3.5338 0.1266
H 4.3735 -1.2132 0.3387
H 0.1551 0.5688 3.7372
H -2.2867 -3.8959 -3.5129
H 1.0983 1.9653 4.2662
H 2.3631 2.0290 1.0404
H -3.1126 4.2448 0.1685
H -1.6195 4.3392 -0.8734
H 1.0437 -0.0527 -2.2212
H 1.3735 1.2883 2.6112
```

Computed, not measured: a structure of composition C7H22AlBN2O2, with the ωB97M-V functional and the def2-TZVPD basis.

Properties
E, a.u.: -807.0005
HOMO-LUMO gap, eV: 4.7
Total charge: 0
E_HOMO, eV: -6.312

```
35
C7H22AlBN2O2 (the ωB97M-V functional and the def2-TZVPD basis)
Al -0.6338 -0.5630 -0.7241
O -0.4470 -3.2936 -2.3253
O 1.0186 1.0945 2.4412
N 1.4129 -1.5954 -2.7932
N 2.6631 1.1478 3.8822
C -2.1719 1.7267 -1.8899
C -2.4610 0.2186 -1.2307
C 1.9990 0.4873 2.8246
C -3.3708 -0.7159 -2.2237
C 2.4883 -0.8271 2.3002
C 2.1932 0.7051 5.2137
C -1.4484 1.5989 -3.3750
B 0.1098 -1.9568 -2.0400
H -3.0766 0.4355 -0.2328
H -1.3478 2.2117 -1.1766
H -0.7676 2.5134 -3.6485
H -1.4367 -3.3393 -2.1750
H 1.4426 -0.5473 -2.7985
H -0.8774 0.5562 -3.4495
H 0.3980 0.6785 -0.7288
H -4.4484 -0.9197 -1.7524
H -2.9255 -1.7710 -2.4647
H -2.3452 1.5173 -4.1557
H 1.9987 -1.6396 2.8423
H 2.2678 -0.3842 5.2734
H -3.1590 2.3645 -1.8989
H -0.6464 -1.0623 0.8107
H 2.3968 2.1308 3.7552
H 3.5714 -0.9031 2.4293
H 2.8449 1.1675 5.9586
H 1.1618 1.0409 5.3504
H -3.6014 -0.1897 -3.2693
H 2.2614 -0.9019 1.2337
H 1.2661 -1.9870 -3.7602
H 3.6703 1.0018 3.7971
```

Computed, not measured: a structure of composition C7H22CaN3O3P2, with the ωB97M-V functional and the def2-TZVPD basis.

Properties
E, a.u.: -2029.8897
HOMO-LUMO gap, eV: 4.5
Total charge: +1
E_HOMO, eV: -9.692

```
38
C7H22CaN3O3P2 (the ωB97M-V functional and the def2-TZVPD basis)
Ca -4.2976 0.8467 0.0146
P -1.0444 1.9211 -0.6863
P -1.1502 -0.4290 -0.3359
O 1.9756 2.1880 -0.2703
O 1.8857 0.6928 -1.9049
O -2.7883 2.1649 -1.0037
N 0.2487 -0.1757 0.6971
N -2.1926 -1.2311 2.3909
N -0.9658 2.7942 0.7818
C -2.3810 -0.3319 1.2714
C 1.3256 -0.6303 -1.9260
C 3.6756 -0.3872 0.8193
C 3.7668 0.5835 -0.3711
C -1.3405 -2.2900 -0.2008
C -0.1954 -0.4960 -1.9789
C 2.4530 1.2263 -0.7908
H -1.5490 -0.8706 3.0897
H -3.3070 -0.6448 0.7890
H -1.0908 -2.7396 -1.1696
H -0.0784 2.6748 1.2615
H -1.7458 2.8339 1.4267
H -0.6569 -1.2843 -2.5973
H -0.7164 -2.7300 0.5857
H -2.5571 -0.3830 -1.1555
H -3.0382 -1.5374 2.8566
H 0.7656 -1.0234 0.9122
H 3.4126 -1.4142 0.5159
H 4.4178 1.4266 -0.0830
H 1.7148 -1.1442 -2.8194
H 4.6446 -0.4429 1.3394
H 2.9282 -0.0475 1.5527
H -2.5016 0.7224 1.6320
H -2.8558 3.0406 -1.4219
H 0.0859 0.3256 1.5626
H 4.2071 0.0863 -1.2458
H -2.3799 -2.5652 0.0343
H 1.6790 -1.1758 -1.0397
H -0.3539 0.4462 -2.5330
```

What did the first record say?
Computed, not measured: a cluster of 7 separate species, C7H21N7O14 in total, with the ωB97M-V functional and the def2-TZVPD basis.

Properties
E, a.u.: -1715.3082
HOMO-LUMO gap, eV: 10.5
Total charge: 0
Energy relative to the best compared isomer or geometry (same formula, charge and spin), eV: 0.000
E_HOMO, eV: -10.726

```
49
C7H21N7O14 (the ωB97M-V functional and the def2-TZVPD basis)
O 2.3970 -3.1212 -1.1466
O 3.5186 -3.5056 0.6554
O -3.1197 1.6074 -0.7576
O 3.7101 2.1295 -1.1595
O 0.0082 1.3103 -0.0418
O -2.9053 2.9974 -2.3840
O 0.0444 3.3955 2.2727
O -2.2123 -1.4367 1.9455
O -1.8627 -5.1642 -0.7314
O 5.0228 2.9110 0.3585
O -1.5300 -3.1078 -1.2545
O 1.3547 -0.2081 0.6751
O -4.0862 -0.4592 2.3942
O -1.5202 2.1553 3.0670
N -1.7042 -4.2794 -1.5364
N -0.3539 2.4056 2.8604
N -3.3099 -1.0129 1.6417
N 3.9276 2.6705 -0.0924
N 0.6240 0.2709 -0.1709
N -2.8381 2.7037 -1.2152
N 3.2686 -2.8649 -0.3320
C -3.7209 -1.2091 0.2349
C 4.1196 -1.6753 -0.6094
C -1.7034 -4.6423 -2.9886
C -2.2707 3.7193 -0.2687
C 0.6632 1.4644 3.4036
C 0.4388 -0.4869 -1.4316
C 2.7366 3.0066 0.7494
H -0.6680 -4.7079 -3.3034
H 3.0770 3.5567 1.6140
H 5.0379 -2.0814 -1.0321
H -2.1731 -5.6174 -3.0736
H 0.7090 -1.5235 -1.2553
H -0.6159 -0.4590 -1.6900
H -3.8384 -2.2767 0.0861
H -2.9301 -0.8135 -0.3916
H -4.6218 -0.6453 0.0281
H -1.6900 3.1951 0.4795
H 3.6012 -1.0084 -1.2805
H 2.0271 3.5338 0.1266
H 4.3735 -1.2132 0.3387
H 0.1551 0.5688 3.7372
H -2.2867 -3.8959 -3.5129
H 1.0983 1.9653 4.2662
H 2.3631 2.0290 1.0404
H -3.1126 4.2448 0.1685
H -1.6195 4.3392 -0.8734
H 1.0437 -0.0527 -2.2212
H 1.3735 1.2883 2.6112
```

E_HOMO of number 2 (C7H22AlBN2O2)? -6.312 eV